# 1
Density functional theory data (ωB97M-V/def2-TZVPD) for the ion C13H15ClNO2S2 with charge +1 at a distorted geometry.

For the HOMO energy, the calculation gives -12.089 eV. Its charge is +1. The calculation puts the maximum force at 7.30 eV/A. Its total energy is -53487.475 eV. Its SMILES is O=S(=O)(Cl)CCCC[n+]1cc(S)c2ccccc2c1. The frontier orbital gap comes out at 7.1 eV. Its lowest unoccupied orbital energy is -5.0 eV. The relative energy (zero: lowest compared OMol25 entry of this formula, charge and spin) comes out at 0.0 kJ/mol.

XYZ file:
```
34
Properties=species:S:1:pos:R:3:forces:R:3:mulliken_charge:R:1
O 4.6447 -3.5061 0.1056 -1.901 4.546 -0.882 -0.5441
S 3.7048 -2.3085 0.0670 0.134 -6.348 3.603 0.9536
O 2.5467 -2.6242 0.9899 2.394 2.462 -2.734 -0.5095
Cl 3.0128 -2.1641 -1.8858 0.332 0.427 0.743 -0.1568
C 4.5497 -0.7126 0.4793 0.371 1.893 -0.603 -0.5982
C 3.6902 0.6072 0.0437 0.109 -0.076 0.210 -0.6946
C 2.1524 0.4598 0.4857 -0.014 0.110 -0.884 -0.1453
C 1.2878 1.8387 0.2867 0.796 -1.347 1.154 -0.8957
N -0.0974 1.3730 -0.1327 -3.206 -1.339 0.828 0.2200
C -0.6915 1.6487 -1.4264 -3.189 -1.968 0.685 0.0106
C -2.1166 1.0845 -1.7865 1.891 0.571 3.005 -0.0005
S -2.9351 1.3373 -3.4307 0.663 -0.105 0.679 -0.2669
C -2.9043 0.2297 -0.7266 0.065 -0.419 1.058 0.5739
C -4.3156 -0.4053 -0.9365 0.005 -1.037 2.895 -0.5847
C -5.0646 -1.2205 0.1797 4.230 2.163 0.251 -0.4373
C -4.3758 -1.4153 1.6046 2.745 2.372 -3.044 -0.4757
C -2.9504 -0.8164 1.8209 -2.656 -0.247 -2.216 -0.5334
C -2.2203 -0.0052 0.6695 0.511 0.314 -0.430 0.4331
C -0.8005 0.5891 0.8833 -2.047 0.008 -2.144 -0.2105
H 5.5828 -0.6851 -0.0446 -1.832 -0.399 0.786 0.3674
H 4.7163 -0.6749 1.6123 -0.449 -0.602 -1.618 0.3756
H 4.2186 1.5138 0.5373 -0.949 -1.550 -0.603 0.3554
H 3.7520 0.8072 -1.0921 -0.117 -0.597 1.776 0.3475
H 2.0394 0.0605 1.5615 0.288 0.723 -1.702 0.2708
H 1.6633 -0.3165 -0.2175 0.845 1.156 1.234 0.3053
H 1.1970 2.2801 1.3503 0.025 -0.173 -2.068 0.3069
H 1.7601 2.5538 -0.4662 -0.962 -1.015 1.022 0.3674
H -0.0906 2.2840 -2.1646 -1.017 -1.120 1.321 0.3583
H -3.3363 2.6588 -3.5793 0.650 -0.773 0.936 0.2184
H -4.8403 -0.2642 -1.9369 0.904 -0.185 1.583 0.2787
H -6.1006 -1.6690 0.0294 1.678 0.816 -0.034 0.3504
H -4.9624 -1.9929 2.3912 1.223 0.969 -1.055 0.3573
H -2.4285 -0.9361 2.8361 -0.873 0.192 -1.818 0.2966
H -0.2877 0.3906 1.8923 -0.645 0.578 -1.933 0.3059
```
Forces are in eV/Å.

# 2
Density functional theory data (ωB97M-V/def2-TZVPD) for a structure of composition C13H15CrN6PS3 at a distorted geometry.

For the HOMO energy (alpha / beta), the calculation gives -5.722 / -6.102 eV. The multiplicity is 5. Its charge is 0. The calculation puts the maximum force at 2.11 eV/A. Its total energy is -92882.194 eV. The frontier orbital gap (alpha / beta) comes out at 5.4 / 5.6 eV. Its lowest unoccupied orbital energy (alpha / beta) is -0.4 / -0.5 eV. The relative energy (zero: lowest compared OMol25 entry of this formula, charge and spin) comes out at 0.0 kJ/mol.

XYZ file:
```
39
Properties=species:S:1:pos:R:3:forces:R:3:lowdin_spin:R:1
Cr -0.0712 -0.0704 -0.0292 -0.936 -0.929 -1.644 3.6104
C 1.1877 5.0480 1.2407 0.479 0.518 0.438 0.0023
N 0.5181 3.9844 0.5617 -0.318 -1.092 -0.253 0.0219
C -0.4099 4.1012 -0.4343 0.047 0.020 0.015 -0.0044
C -0.7526 2.8356 -0.8080 -0.102 0.058 -0.016 0.0229
N -0.0511 1.9378 -0.0689 0.575 1.545 0.799 0.0239
C 0.7089 2.6478 0.7836 -0.187 0.250 -1.151 0.0356
P 1.9730 1.9676 1.8871 -1.255 -1.259 0.835 0.0220
C 2.6495 0.7038 0.7807 0.241 -0.186 -1.154 0.0357
N 1.9362 -0.0536 -0.0715 1.556 0.578 0.803 0.0238
C 2.8312 -0.7553 -0.8137 0.030 -0.122 -0.036 0.0229
C 4.0977 -0.4157 -0.4425 0.059 0.052 0.019 -0.0044
N 3.9852 0.5110 0.5553 -1.097 -0.314 -0.247 0.0220
C 5.0515 1.1778 1.2328 0.520 0.478 0.438 0.0023
C 0.7595 0.7551 2.7003 0.229 0.233 -0.228 0.0288
N -0.0503 -0.0513 2.0231 0.602 0.599 1.317 0.0409
C -0.7646 -0.7638 2.9262 -0.023 -0.023 0.293 0.0152
C -0.3840 -0.3853 4.1811 -0.293 -0.293 -0.099 -0.0014
N 0.5745 0.5700 4.0301 0.105 0.104 -0.211 0.0109
C 1.2545 1.2472 5.0996 0.284 0.281 0.267 0.0019
H 0.8195 6.0023 0.8663 0.056 -0.085 0.044 0.0000
H 2.2667 4.9807 1.0718 -0.132 0.135 0.001 0.0008
H 1.0076 4.9905 2.3168 -0.025 0.087 -0.106 0.0007
H -0.7303 5.0564 -0.8001 -0.079 0.147 0.003 -0.0005
H -1.4616 2.5087 -1.5438 -0.092 -0.044 -0.119 0.0020
H 2.5011 -1.4627 -1.5501 -0.039 -0.084 -0.110 0.0021
H 5.0518 -0.7373 -0.8109 0.138 -0.076 0.005 -0.0005
H 6.0043 0.8081 0.8561 -0.084 0.056 0.044 0.0000
H 4.9959 0.9966 2.3089 0.087 -0.024 -0.109 0.0007
H 4.9860 2.2572 1.0651 0.135 -0.136 0.001 0.0009
H -1.4935 -1.4900 2.6180 -0.089 -0.089 -0.082 0.0017
H -0.7143 -0.7151 5.1443 -0.028 -0.028 0.223 0.0002
H 0.8770 0.8691 6.0494 0.078 0.078 -0.091 0.0001
H 1.0775 2.3223 5.0421 -0.010 -0.046 0.092 0.0004
H 2.3292 1.0681 5.0402 -0.047 -0.010 0.093 0.0004
S -3.1907 -3.1880 -0.6711 0.035 0.035 0.004 0.0438
C -2.0270 -2.0251 -0.5835 -0.217 -0.215 -0.077 0.0273
S -2.3430 -0.3200 -0.5154 -0.569 0.367 -0.001 -0.0065
S -0.3222 -2.3422 -0.5159 0.367 -0.566 -0.001 -0.0067
```
Forces are in eV/Å.

# 3
Density functional theory data (ωB97M-V/def2-TZVPD) for a structure of composition C13H15FeNO3S2 at a distorted geometry.

For the HOMO energy (alpha / beta), the calculation gives 1.865 / -0.432 eV. The multiplicity is 5. Its charge is -2. The calculation puts the maximum force at 5.49 eV/A. Its total energy is -77408.519 eV. The frontier orbital gap (alpha / beta) comes out at 3.3 / 5.5 eV. Its lowest unoccupied orbital energy (alpha / beta) is 5.2 / 5.1 eV.

XYZ file:
```
35
Properties=species:S:1:pos:R:3:forces:R:3:lowdin_spin:R:1
C -0.4796 2.1405 1.7706 0.215 -0.380 -0.731 0.0169
N -0.1444 1.4561 0.5213 2.185 1.979 1.103 0.1466
C 1.2930 1.2848 0.2441 -0.992 0.072 0.284 0.0185
C -1.0902 0.7548 -0.1525 -0.340 -1.274 -2.020 0.3992
S -2.6429 0.5339 0.4015 -1.811 -0.091 0.726 0.2621
S -0.6663 0.0631 -1.7220 -0.821 1.709 -0.564 0.1518
H -1.5630 2.3097 1.7925 0.382 -0.022 0.014 0.0018
H -0.2050 1.5161 2.6316 -0.050 0.081 0.213 0.0096
H 0.0753 3.0910 1.8217 -0.101 -0.129 0.073 0.0039
H 1.4575 1.3495 -0.8407 0.067 -0.059 0.383 0.0026
H 1.8199 2.1055 0.7583 0.009 -0.382 -0.176 -0.0005
H 1.6509 0.3000 0.6072 0.149 0.319 -0.071 0.0075
O 1.4950 -2.9659 2.5231 0.001 -1.534 -0.589 -0.0349
C 1.2351 -3.9550 1.9519 -0.622 2.341 1.588 -0.0314
Fe 0.8204 -5.2429 0.8245 1.610 0.127 -0.904 1.6828
C 1.1801 -6.6352 1.8688 -0.176 -0.229 1.348 0.0321
O 1.5741 -7.2967 2.7440 -0.027 -0.276 -0.501 0.0112
C 2.4091 -4.8213 0.1417 0.888 0.562 -1.304 -0.0268
O 3.2974 -4.2239 -0.3295 -0.570 -0.750 0.515 -0.0342
C -0.0399 -1.5496 -1.3061 1.551 -1.854 0.584 0.1268
C -0.2698 -2.5686 -2.4532 -0.093 0.276 0.107 0.0126
C 0.0475 -4.0783 -2.2545 0.705 -0.377 -0.106 0.0032
C -0.1307 -4.7893 -0.9159 0.396 -0.541 -0.272 0.0413
C -1.1304 -4.3931 0.0220 -1.856 1.760 -0.112 0.0555
C -1.3979 -3.0007 0.2524 -2.546 -4.770 0.943 0.3913
C -0.5053 -1.9988 0.0379 2.706 2.933 -0.900 0.6230
H 1.0461 -1.3668 -1.1949 -0.075 -0.414 -0.116 0.0226
H -1.3166 -2.4705 -2.7652 0.101 0.029 0.091 0.0026
H 0.3524 -2.2250 -3.2963 -0.334 -0.053 0.043 0.0020
H -0.5836 -4.6454 -2.9811 0.150 0.477 0.204 0.0000
H 1.0791 -4.2973 -2.5992 -0.244 0.303 0.139 0.0016
H -0.0218 -5.8846 -1.0993 -0.528 0.377 0.083 0.0185
H -1.8716 -5.1385 0.3736 0.270 0.548 -0.129 0.0015
H -2.3665 -2.7193 0.6752 0.107 -0.221 0.245 0.0448
H -0.1512 -1.3419 0.8493 -0.307 -0.535 -0.191 0.0339
```
Forces are in eV/Å.

# 4
Density functional theory data (ωB97M-V/def2-TZVPD) for an isolated molecule of C13H15IO at a distorted geometry.

For the HOMO energy, the calculation gives -8.917 eV. Its charge is 0. The calculation puts the maximum force at 4.74 eV/A. Its total energy is -23870.378 eV. Its SMILES is Cc1cccc([C@@]2(I)CCCCC2=O)c1. The frontier orbital gap comes out at 8.8 eV. Its lowest unoccupied orbital energy is -0.2 eV. The relative energy (zero: lowest compared OMol25 entry of this formula, charge and spin) comes out at 0.0 kJ/mol.

XYZ file:
```
30
Properties=species:S:1:pos:R:3:forces:R:3:mulliken_charge:R:1
C 2.9525 0.1914 0.4927 1.190 -1.219 0.183 -0.8019
C 1.6012 0.4655 0.6906 -0.021 1.653 0.604 -0.5189
C 3.3888 -1.0409 -0.0781 -0.034 0.394 -0.915 -0.5693
C 1.0549 -1.5722 -0.5083 2.593 0.085 -0.428 -0.3719
C 0.6663 -0.3554 0.0968 -0.619 -2.505 -0.837 1.3735
C 2.4215 -1.9447 -0.5781 0.187 1.929 1.261 0.5105
C -2.8186 2.1271 -0.4232 -0.141 1.128 0.023 -0.5848
C -2.5839 1.4806 0.9806 -1.316 0.576 -0.089 -0.5784
C -2.4728 1.1518 -1.5744 -0.007 1.983 -1.023 -0.5433
C -1.1710 0.8912 1.1208 -0.196 4.726 -0.271 -1.1003
C -0.7834 0.0096 0.0125 1.249 -0.070 -2.734 -0.0732
C -1.0176 0.6874 -1.4829 -0.695 1.674 -1.126 0.5549
C 2.8206 -3.3177 -1.0088 0.353 3.224 -1.202 -1.7805
O -0.2628 0.9197 -2.4246 -0.435 -1.369 2.802 -0.5587
I -2.0890 -1.8027 0.0407 0.346 0.361 0.201 0.2097
H 3.7331 0.8642 0.8574 -0.419 -0.058 -0.045 0.3593
H 1.2198 1.3954 1.2678 1.269 -1.747 -1.225 0.0731
H 4.4847 -1.2938 -0.3215 -1.720 0.677 0.877 0.2133
H 0.4919 -2.3012 -1.0832 -0.973 0.565 0.488 0.2897
H -3.9367 2.4787 -0.5169 2.168 -0.656 0.196 0.3174
H -2.1379 3.0806 -0.5973 -1.361 -1.744 0.570 0.2594
H -2.8530 2.3015 1.7245 0.610 -1.376 -0.515 0.3337
H -3.3332 0.6508 1.0496 0.450 0.727 0.253 0.3196
H -2.9497 0.1972 -1.4978 -1.312 -0.157 -0.136 0.3538
H -2.7760 1.7629 -2.5311 1.064 -1.788 1.381 0.2474
H -0.4849 1.9015 1.1633 -1.400 -2.454 -0.484 0.2339
H -0.9304 0.4028 2.0228 -0.194 -0.584 1.329 0.5443
H 2.3977 -3.8947 -0.3013 -0.794 -2.875 2.083 0.3994
H 2.4620 -3.4852 -1.9609 -1.641 -0.761 -2.007 0.4456
H 3.8422 -3.3877 -1.2275 1.800 -0.341 0.783 0.4428
```
Forces are in eV/Å.

- Look up the charge of the third one.
  -2

- What is the charge in the first record?
  +1

- Look up the charge of the third one.
  -2